DFT (wB97M-V/def2-TZVPD) results for 9 unconnected molecules or ions with the total composition C6H26O9.

Cartesian coordinates (Å):
C  -2.23  -2.36  1.42
C  -0.93  -1.80  1.84
C  -0.55  -0.65  0.93
C  -1.54  0.27  0.67
C  -1.29  1.46  -0.14
C  -0.60  2.55  0.24
O  -0.48  3.64  -0.55
H  -2.16  -2.94  0.41
H  -3.17  -1.62  1.19
H  -2.66  -2.86  2.27
H  -0.16  -2.56  1.77
H  -1.07  -1.39  2.87
H  0.42  -0.70  0.76
H  -2.50  0.08  1.14
H  -1.96  1.42  -1.06
H  0.23  2.68  1.05
H  -0.99  3.65  -1.31
H  0.24  -2.17  -0.48
H  0.27  -2.04  -1.95
O  0.96  -2.31  -1.13
H  2.61  -2.26  -1.68
H  3.33  -1.25  -2.60
O  3.53  -2.06  -2.00
H  -1.66  -0.81  -1.45
H  -1.57  -1.76  -2.60
O  -1.58  -1.78  -1.69
H  0.54  0.11  -3.09
H  0.44  0.01  -4.67
O  0.11  -0.40  -3.73
H  0.87  2.28  -1.63
H  1.94  1.15  -1.66
O  1.26  1.52  -2.24
H  2.07  0.34  0.08
H  3.51  0.05  -0.65
O  2.83  0.66  -0.44
H  1.83  1.99  3.46
H  1.72  2.75  2.20
O  1.20  2.21  2.79
H  -1.67  1.41  3.79
H  -0.25  1.90  3.58
O  -0.90  1.60  4.28

Output
Largest force on an atom (hartree/bohr): 0.10938
Total charge: -1
DFT total energy (hartree): -921.19066
2S+1: 2

=====

DFT (wB97M-V/def2-TZVPD) results for 8 unconnected molecules or ions with the total composition C6H27NO7.

Cartesian coordinates (Å):
C  0.49  -1.07  3.08
C  0.68  -1.97  1.85
C  1.73  -1.43  0.84
C  1.34  -0.06  0.40
C  2.25  0.93  0.34
N  2.15  2.28  0.01
C  1.20  2.52  -1.12
H  1.00  -1.47  3.96
H  0.84  -0.04  2.85
H  -0.56  -0.90  3.30
H  -0.30  -2.15  1.40
H  1.09  -2.98  2.04
H  1.88  -2.06  -0.02
H  2.66  -1.48  1.40
H  0.34  0.06  -0.01
H  3.10  0.60  0.97
H  3.04  2.66  -0.29
H  0.26  2.90  -0.70
H  0.81  1.59  -1.59
H  1.60  3.24  -1.83
O  0.19  -2.28  -1.51
H  -0.59  -2.30  -0.93
H  0.73  -3.06  -1.36
O  -2.29  0.10  1.33
H  -3.25  0.11  1.45
H  -1.95  1.02  1.29
O  1.16  -0.60  -3.86
H  1.23  -1.57  -3.76
H  0.57  -0.27  -3.18
O  -0.79  2.49  1.78
H  -0.06  2.09  1.28
H  -1.27  2.96  1.06
O  -2.26  -1.85  -0.48
H  -2.28  -1.01  0.04
H  -3.03  -2.38  -0.20
O  -1.46  0.19  -2.48
H  -1.21  -0.28  -3.29
H  -1.70  -0.58  -1.93
O  -2.35  2.43  -0.57
H  -3.18  1.96  -0.72
H  -1.82  1.67  -0.86

Output
Largest force on an atom (hartree/bohr): 0.05253
Total charge: 0
SMILES: CCC/C=C/NC.O.O.O.O.O.O.O
2S+1: 1
Relative energy (zero: lowest compared OMol25 entry of this formula, charge and spin) (kcal/mol): 39.79